{"formula": "C3H8O2", "method": "ωB97M-V/def2-TZVPD", "symbols": ["O", "C", "H", "H", "C", "O", "C", "H", "H", "H", "H", "H", "H"], "coordinates": [[2.29675, -0.74540, -1.59028], [1.98771, -0.58071, -0.44626], [2.68674, -0.60267, 0.40059], [0.93509, -0.37693, -0.22046], [-1.35786, 0.78252, 0.15032], [-0.38301, 1.01797, 1.17831], [-2.05993, -0.53530, 0.37574], [-0.82279, 0.78298, -0.79907], [-1.99119, 1.67010, 0.10919], [-0.84342, 0.86716, 2.00003], [-1.33562, -1.34107, 0.25306], [-2.89775, -0.68256, -0.30396], [-2.44043, -0.61090, 1.39707]], "homo_energy_ev": -9.9, "smiles": "C=O.CCO", "largest_force_ev_per_a": 0.83, "total_energy_ha": -269.5345, "homo_lumo_gap_ev": 10.729, "de_lowest_kj_mol": 158.51}